(1)
The following is a quantum chemistry calculation of an isolated molecule of C10H20N2O4, from OMol25.

## Properties
- Orbital gap: 10.10 eV
- SMILES: CCOCCCNC(=O)N[C@@H](C)C(=O)OC
- HOMO energy: -0.3438 hartree
- Electronic energy: -803.53909 Eh
- ΔE to the lowest compared entry with this formula, charge and spin: 1.012 eV

Geometry (Å):
C  -4.968  -1.285  0.896
C  -4.526  -1.103  -0.555
O  -4.402  0.251  -0.946
C  -3.112  0.807  -0.894
C  -2.588  1.085  0.519
C  -1.376  2.021  0.513
N  -0.235  1.472  -0.186
C  0.630  0.630  0.451
O  0.621  0.445  1.650
N  1.506  -0.014  -0.397
C  2.681  -0.646  0.157
C  2.800  -2.102  -0.307
C  3.921  0.125  -0.279
O  3.923  0.942  -1.164
O  4.997  -0.233  0.414
C  6.217  0.410  0.064
H  -4.195  -0.970  1.592
H  -5.862  -0.695  1.080
H  -5.193  -2.333  1.076
H  -3.585  -1.639  -0.738
H  -5.295  -1.524  -1.214
H  -2.404  0.157  -1.434
H  -3.204  1.753  -1.439
H  -2.296  0.152  1.004
H  -3.386  1.546  1.102
H  -1.634  2.977  0.051
H  -1.054  2.193  1.543
H  -0.279  1.449  -1.191
H  1.662  0.399  -1.308
H  2.591  -0.610  1.248
H  2.882  -2.146  -1.391
H  1.915  -2.651  0.000
H  3.678  -2.561  0.137
H  6.963  0.048  0.766
H  6.109  1.494  0.142
H  6.498  0.157  -0.960



(2)
The following is a quantum chemistry calculation of a cluster of 3 separate species, C24H46B2Br2F3N2O7 in total, from OMol25.

## Properties
- Orbital gap (spin up / spin down): 7.47 / 7.47 eV
- 2S+1: 3
- HOMO energy (spin up / spin down): -0.1944 / -0.1943 hartree
- Charge: -1
- Electronic energy: -7075.80743 Eh

Geometry (Å):
O  4.769  4.701  -1.107
B  3.459  4.797  -1.565
O  3.134  5.979  -2.254
O  2.497  3.887  -1.371
B  2.841  2.561  -0.801
C  3.685  1.636  -1.897
C  4.655  0.704  -1.193
C  5.465  -0.203  -2.128
F  5.563  0.293  -3.401
Br  7.305  -0.406  -1.472
C  4.823  -1.600  -2.235
F  4.877  -2.266  -1.052
F  3.526  -1.468  -2.591
Br  5.679  -2.718  -3.614
O  3.409  2.541  0.537
C  2.641  1.758  1.425
C  1.561  1.088  0.527
O  1.491  1.871  -0.590
H  5.256  3.990  -1.511
H  2.599  5.767  -3.011
H  4.189  2.224  -2.665
H  2.941  1.040  -2.416
H  5.331  1.256  -0.556
H  4.106  0.040  -0.532
H  2.185  2.382  2.191
H  3.334  1.048  1.874
H  0.620  1.049  1.081
H  1.880  0.049  0.355
C  -3.110  0.115  -0.349
C  -3.837  1.260  0.386
C  -5.150  1.596  -0.320
C  -4.939  2.308  -1.657
C  -4.057  3.548  -1.487
C  -2.737  3.262  -0.769
N  -2.978  2.471  0.475
O  -3.337  3.221  1.458
C  -1.770  2.517  -1.704
C  -2.055  4.573  -0.406
C  -4.107  0.728  1.785
H  -3.627  -0.826  -0.157
H  -3.084  0.231  -1.429
H  -2.085  0.013  0.009
H  -5.751  2.239  0.332
H  -5.721  0.676  -0.467
H  -4.495  1.626  -2.386
H  -5.908  2.603  -2.068
H  -3.835  3.983  -2.464
H  -4.616  4.305  -0.926
H  -0.895  2.157  -1.158
H  -1.405  3.187  -2.481
H  -2.227  1.675  -2.221
H  -2.703  5.225  0.178
H  -1.788  5.098  -1.322
H  -1.140  4.395  0.159
H  -3.166  0.535  2.301
H  -4.653  -0.213  1.707
H  -4.705  1.400  2.396
C  0.003  -4.205  -0.593
C  0.728  -3.404  0.505
C  1.532  -4.345  1.401
C  0.654  -5.200  2.315
C  -0.287  -4.321  3.141
C  -1.107  -3.343  2.298
N  -0.237  -2.616  1.327
O  0.346  -1.617  1.892
C  -2.242  -4.089  1.574
C  -1.780  -2.320  3.202
C  1.667  -2.445  -0.218
H  0.726  -4.537  -1.337
H  -0.493  -5.102  -0.230
H  -0.735  -3.583  -1.101
H  2.212  -3.752  2.021
H  2.158  -4.981  0.772
H  0.083  -5.928  1.732
H  1.288  -5.781  2.988
H  -0.971  -4.943  3.722
H  0.311  -3.754  3.862
H  -2.726  -3.435  0.847
H  -2.997  -4.399  2.297
H  -1.919  -4.992  1.062
H  -1.068  -1.797  3.836
H  -2.499  -2.812  3.858
H  -2.315  -1.576  2.611
H  1.110  -1.732  -0.827
H  2.324  -3.016  -0.874
H  2.293  -1.884  0.471



(3)
The following is a quantum chemistry calculation of a structure of composition C33H67As2KN12O2SSi, from OMol25.

## Properties
- Orbital gap: 5.08 eV
- HOMO energy: -0.0470 hartree
- Charge: -2
- Electronic energy: -7864.32794 Eh

Geometry (Å):
K  11.593  10.340  12.273
C  14.412  8.815  14.158
C  13.207  7.900  13.980
N  11.968  8.516  14.433
C  11.806  8.761  15.837
C  12.323  10.093  16.426
S  12.449  11.646  15.475
C  14.270  11.715  15.299
C  14.901  11.246  13.933
N  14.307  10.056  13.426
H  15.324  8.265  13.851
H  14.621  9.016  15.226
H  13.408  6.966  14.515
H  13.082  7.684  12.910
H  11.168  8.028  14.019
H  12.239  7.912  16.375
H  10.726  8.789  16.048
H  13.289  9.969  16.982
H  11.653  10.338  17.223
H  14.678  11.151  16.137
H  14.527  12.763  15.459
H  16.020  11.186  14.128
H  14.770  12.019  13.177
H  14.496  9.970  12.418
C  9.465  14.666  14.043
As  10.086  14.250  12.264
C  8.402  14.547  11.322
C  10.941  16.016  11.952
C  10.234  17.135  11.463
C  10.874  18.343  11.191
C  12.224  18.470  11.421
C  12.940  17.349  11.865
C  12.315  16.149  12.166
As  13.297  14.510  12.798
C  14.741  15.414  13.831
C  14.429  14.323  11.225
H  8.612  15.399  14.008
H  10.254  15.055  14.669
H  9.163  13.717  14.469
H  7.716  15.366  11.609
H  7.882  13.601  11.482
H  8.605  14.563  10.233
H  9.213  17.091  11.176
H  10.303  19.134  10.765
H  12.751  19.421  11.175
H  14.032  17.435  11.954
H  15.335  16.162  13.318
H  15.415  14.654  14.223
H  14.226  15.847  14.717
H  14.817  15.304  11.046
H  13.874  13.992  10.352
H  15.167  13.533  11.459
N  8.105  8.491  13.366
C  8.849  7.778  12.428
N  8.199  6.895  11.682
N  9.158  6.406  10.878
N  10.283  6.982  11.134
N  10.140  7.897  12.119
C  8.625  9.472  14.219
N  8.417  9.449  15.508
N  8.911  10.652  15.907
N  9.349  11.308  14.912
N  9.208  10.585  13.775
H  7.359  7.946  13.803
O  12.209  12.651  9.880
H  11.277  12.319  9.922
H  12.767  11.830  9.949
C  6.468  9.317  10.429
N  7.680  10.017  10.007
C  8.207  9.664  8.703
C  8.400  10.808  10.811
O  9.458  11.341  10.437
H  6.700  8.228  10.491
H  5.656  9.571  9.744
H  6.171  9.697  11.400
H  8.772  8.706  8.751
H  8.954  10.386  8.343
H  7.440  9.508  7.928
H  8.002  10.954  11.797
C  13.413  8.431  6.746
C  13.032  9.514  7.726
C  11.770  9.026  8.497
C  12.547  10.749  6.941
Si  14.345  10.098  9.096
C  15.716  11.235  8.105
C  15.190  12.651  7.803
C  16.952  11.428  9.024
C  16.187  10.686  6.751
C  15.324  8.399  9.611
C  14.357  7.243  9.964
C  16.258  8.593  10.837
C  16.265  7.886  8.507
H  12.606  8.237  6.005
H  13.674  7.471  7.198
H  14.259  8.695  6.097
H  11.016  8.779  7.747
H  11.350  9.826  9.115
H  11.998  8.176  9.142
H  11.642  10.476  6.368
H  13.284  11.145  6.220
H  12.295  11.480  7.667
H  14.969  13.227  8.707
H  14.327  12.518  7.203
H  15.945  13.165  7.221
H  16.702  11.744  10.034
H  17.602  12.228  8.625
H  17.529  10.514  9.032
H  15.383  10.868  6.005
H  16.423  9.625  6.826
H  17.053  11.267  6.413
H  13.577  7.588  10.688
H  14.856  6.353  10.350
H  13.843  7.006  9.062
H  15.692  8.797  11.767
H  17.023  9.322  10.696
H  16.784  7.669  11.040
H  15.724  7.517  7.634
H  16.811  7.018  8.874
H  17.020  8.654  8.194



(4)
The following is a quantum chemistry calculation of a cluster of 2 separate species, C4H9FN in total, from OMol25.

## Properties
- Orbital gap (spin up / spin down): 7.84 / 7.84 eV
- HOMO energy (spin up / spin down): -0.5690 / -0.5690 hartree
- Charge: +1
- Electronic energy: -311.98014 Eh
- ΔE to the lowest compared entry with this formula, charge and spin: 5.345 eV

Geometry (Å):
C  0.803  0.108  -0.180
C  2.249  0.386  -0.401
C  0.293  0.014  1.203
C  -2.705  -0.360  -0.938
N  -0.011  -0.080  -1.130
F  0.336  0.005  -2.430
H  2.771  -0.558  -0.572
H  2.680  0.863  0.475
H  2.401  1.006  -1.284
H  0.402  0.978  1.698
H  -0.750  -0.290  1.229
H  0.895  -0.698  1.769
H  -2.591  -1.428  -0.853
H  -2.771  0.089  -1.917
H  -2.867  0.250  -0.063



Q: Among the records above, which one has the lowest electronic energy?
A: C33H67As2KN12O2SSi